No. 1
{"formula": "C22H65HgO15S", "method": "the ωB97M-V functional and the def2-TZVPD basis", "charge": -1, "gap_ev": 2.6, "e_tot_ha": -2557.05818, "e_homo_ev": -4.84, "multiplicity": 1, "elements": ["Hg", "S", "O", "O", "O", "O", "O", "O", "O", "O", "O", "O", "O", "O", "O", "O", "O", "C", "C", "C", "C", "C", "C", "C", "C", "C", "C", "C", "C", "C", "C", "C", "C", "C", "C", "C", "C", "C", "C", "H", "H", "H", "H", "H", "H", "H", "H", "H", "H", "H", "H", "H", "H", "H", "H", "H", "H", "H", "H", "H", "H", "H", "H", "H", "H", "H", "H", "H", "H", "H", "H", "H", "H", "H", "H", "H", "H", "H", "H", "H", "H", "H", "H", "H", "H", "H", "H", "H", "H", "H", "H", "H", "H", "H", "H", "H", "H", "H", "H", "H", "H", "H", "H", "H"], "xyz": [[2.349, -5.000, 0.020], [0.493, -7.636, -2.127], [4.192, 1.758, 0.525], [-1.272, 5.715, 3.783], [0.033, -6.342, -1.683], [3.010, 4.538, -2.480], [-6.148, 4.061, -4.276], [-0.360, -8.771, -1.685], [3.533, -1.160, 4.694], [0.488, -7.812, -3.555], [1.293, -1.593, 0.767], [-3.323, -4.703, -2.670], [3.970, -3.816, -2.906], [0.733, -6.199, 3.043], [1.833, -7.654, -1.559], [0.132, 1.575, -7.959], [-5.422, 0.166, 7.281], [-4.086, 0.180, 5.281], [-0.447, 1.826, -5.637], [1.766, 6.556, -2.934], [0.865, -5.899, 4.409], [3.922, -1.631, -3.650], [-4.109, 0.472, 6.820], [-5.824, 3.090, -3.325], [-0.600, -0.188, -0.039], [1.801, 5.227, -2.267], [-0.072, -1.284, 0.913], [-0.469, -5.485, 4.948], [-3.549, 5.249, 3.150], [2.545, -0.879, 5.662], [-4.628, 3.586, -2.528], [5.510, 1.411, 0.948], [6.492, 2.252, 0.135], [-3.195, -3.579, -3.428], [4.771, -2.673, -2.927], [-2.293, -3.808, -4.582], [-2.106, 4.679, 3.326], [2.093, 0.562, 5.624], [0.602, 1.326, -6.651], [-5.358, 0.010, 8.226], [1.867, 5.495, -1.213], [0.831, 1.879, -8.542], [-5.722, 2.101, -3.772], [-3.853, 3.925, -3.216], [-3.946, 1.529, 7.032], [-4.826, 4.406, -1.838], [-0.301, 1.396, -4.646], [0.888, 0.275, -6.601], [4.538, -0.752, -3.841], [2.592, 7.182, -2.598], [-3.309, -0.082, 7.311], [-2.461, -4.896, -2.293], [-3.615, 6.131, 2.514], [1.908, 0.789, 4.574], [7.528, 2.064, 0.415], [-0.292, -1.008, 1.944], [5.726, 0.343, 0.914], [-0.836, -4.612, 4.407], [5.012, -2.325, -1.923], [1.160, 0.677, 6.177], [1.222, -6.791, 4.924], [-6.599, 3.060, -2.560], [-4.669, 0.934, 4.752], [3.485, -2.050, -4.556], [0.896, 4.634, -2.393], [-2.758, -2.736, -2.893], [6.455, 2.044, -0.935], [0.465, -7.121, 3.054], [1.698, -1.540, 5.477], [-4.182, -3.264, -3.767], [2.901, -1.109, 6.666], [2.878, 1.242, 5.955], [-0.542, 2.907, -5.530], [-0.003, 0.723, 0.003], [3.170, -1.247, -2.960], [-1.450, 1.459, -5.857], [-2.644, -4.596, -5.248], [-2.174, 3.845, 4.024], [1.521, 1.894, -6.507], [3.000, 3.801, -1.864], [5.638, 1.621, 2.010], [-0.317, -5.123, 5.965], [1.970, 6.375, -3.989], [-4.214, 2.699, -2.050], [1.586, -5.086, 4.499], [-7.086, 4.003, -4.474], [6.264, 3.310, 0.261], [-3.942, 5.565, 4.116], [3.884, -4.148, -3.802], [-0.342, 5.571, 3.594], [-3.046, 0.184, 4.955], [-4.526, -0.780, 5.013], [-1.813, 4.239, 2.373], [-1.262, -6.229, 5.020], [-0.596, -0.486, -1.087], [-0.719, -2.150, 0.771], [-1.234, -3.957, -4.373], [-1.637, 0.070, 0.174], [0.834, 7.117, -2.869], [-2.405, -2.891, -5.161], [-4.250, 4.495, 2.793], [3.653, 0.964, 0.498], [5.752, -2.855, -3.366], [3.079, -1.243, 3.853]]}

=====

No. 2
{"formula": "C22H65N3O14", "method": "the ωB97M-V functional and the def2-TZVPD basis", "gap_ev": 9.0, "e_tot_ha": -2094.69285, "smiles": "COC[C@H](C)N.COC[C@H](C)N.COC[C@H](C)N.OCCO.OCCO.OCCO.OCCO.OCCO.O", "e_homo_ev": -8.69, "multiplicity": 1, "relative_energy_ev": 0.0000, "elements": ["O", "O", "O", "O", "O", "O", "O", "O", "O", "O", "O", "O", "O", "O", "N", "N", "N", "C", "C", "C", "C", "C", "C", "C", "C", "C", "C", "C", "C", "C", "C", "C", "C", "C", "C", "C", "C", "C", "C", "H", "H", "H", "H", "H", "H", "H", "H", "H", "H", "H", "H", "H", "H", "H", "H", "H", "H", "H", "H", "H", "H", "H", "H", "H", "H", "H", "H", "H", "H", "H", "H", "H", "H", "H", "H", "H", "H", "H", "H", "H", "H", "H", "H", "H", "H", "H", "H", "H", "H", "H", "H", "H", "H", "H", "H", "H", "H", "H", "H", "H", "H", "H", "H", "H"], "xyz": [[-4.863, 1.755, -1.241], [5.684, 2.625, 4.365], [-1.499, -5.698, 2.384], [5.461, 1.675, 1.418], [2.386, -0.468, -1.290], [3.931, 4.883, -3.395], [3.858, 0.493, -3.533], [-2.273, -0.369, 3.776], [0.377, -1.845, -3.326], [-5.195, 0.629, 4.094], [1.291, 1.740, -0.209], [-3.867, 1.000, 1.521], [-0.104, -2.026, 3.092], [-0.471, -0.575, 0.839], [-3.112, -6.042, -0.851], [0.721, 3.128, -2.994], [-0.988, 0.394, -4.119], [-1.488, -6.645, 3.407], [-3.799, 2.301, 0.887], [3.064, 3.766, -3.248], [4.954, 3.180, 3.304], [5.216, 4.584, -3.018], [4.387, 0.311, -2.219], [3.735, -0.878, -1.579], [1.643, 4.259, -3.043], [-4.994, 2.497, -0.038], [-3.407, -1.056, 4.167], [4.457, 2.121, 2.341], [-2.607, -5.844, 1.531], [-2.240, -3.827, -0.078], [-2.246, -5.362, 0.141], [-0.462, 0.778, 1.241], [0.624, -3.228, -3.174], [0.881, 1.465, 1.118], [-0.736, -1.438, -2.541], [-0.928, 0.073, -2.682], [-2.170, 0.614, -1.972], [-4.433, -0.236, 4.906], [1.584, 4.988, -1.712], [-0.060, 0.582, -2.254], [2.018, 4.398, -0.899], [3.728, -1.682, -2.316], [-0.143, -3.789, -3.714], [3.533, 2.403, 1.839], [0.653, -3.505, -2.107], [5.262, 4.369, -1.931], [-5.950, 0.158, 3.730], [0.548, 5.196, -1.420], [-2.133, 1.700, -2.067], [-2.654, -5.985, -1.758], [6.208, 1.334, 1.917], [-3.028, -3.197, 0.336], [-1.303, -3.472, 0.363], [-2.363, -6.549, 4.059], [4.160, 1.244, 2.952], [5.609, 3.707, -3.543], [1.666, 0.938, -0.656], [-1.632, -2.019, -2.833], [-2.871, 2.343, 0.313], [-1.781, -0.064, -4.563], [1.706, 0.914, 1.604], [-0.308, -2.969, 3.055], [3.117, 3.157, -4.167], [-3.169, -1.918, 4.780], [0.142, -1.049, 1.430], [1.626, -3.429, -3.550], [5.443, 0.084, -2.354], [-5.859, 2.076, 0.492], [-3.144, -7.042, -0.661], [3.398, 3.118, -2.430], [4.238, 1.185, -1.581], [-3.083, 0.285, -2.480], [-1.159, 1.388, -4.251], [-3.481, -5.300, 1.916], [0.666, 2.723, -2.061], [2.916, 0.691, -3.457], [4.061, 3.655, 3.742], [1.754, -1.134, -1.593], [-3.810, 3.105, 1.633], [-0.498, -1.750, -1.512], [-2.277, 0.332, -0.920], [-2.158, -3.645, -1.153], [0.853, 2.458, 1.586], [-0.849, -1.593, 3.565], [1.015, 2.365, -3.603], [-5.092, -0.873, 5.509], [-0.805, 0.854, 2.282], [5.554, 3.931, 2.806], [-1.083, 1.379, 0.570], [-5.130, 3.545, -0.283], [-1.487, -7.664, 2.988], [-4.468, 0.904, -1.017], [-4.141, 1.098, 2.442], [-2.546, 0.361, 3.206], [4.220, -1.179, -0.647], [-3.956, 0.398, 5.661], [-0.554, -6.545, 3.954], [1.399, 4.963, -3.838], [-1.200, -5.672, -0.017], [-2.884, -6.909, 1.472], [5.169, 1.937, 4.791], [5.856, 5.455, -3.149], [-3.937, -1.459, 3.288], [2.110, 5.940, -1.772]]}

=====

No. 3
{"formula": "C22H65NO10", "method": "the ωB97M-V functional and the def2-TZVPD basis", "gap_ev": 10.1, "e_tot_ha": -1684.17561, "smiles": "COC[C@H](C)N.CCO.CCO.CCO.CCO.CCO.CCO.CCO.CCO.CCO", "e_homo_ev": -9.52, "multiplicity": 1, "relative_energy_ev": 2.0586, "elements": ["O", "O", "O", "O", "O", "O", "O", "O", "O", "O", "N", "C", "C", "C", "C", "C", "C", "C", "C", "C", "C", "C", "C", "C", "C", "C", "C", "C", "C", "C", "C", "C", "C", "H", "H", "H", "H", "H", "H", "H", "H", "H", "H", "H", "H", "H", "H", "H", "H", "H", "H", "H", "H", "H", "H", "H", "H", "H", "H", "H", "H", "H", "H", "H", "H", "H", "H", "H", "H", "H", "H", "H", "H", "H", "H", "H", "H", "H", "H", "H", "H", "H", "H", "H", "H", "H", "H", "H", "H", "H", "H", "H", "H", "H", "H", "H", "H", "H"], "xyz": [[0.736, 2.580, 3.832], [-4.603, 0.278, 2.661], [-2.880, 0.736, -1.803], [1.999, 0.074, -1.630], [4.239, -0.071, 1.091], [2.756, -2.500, -2.558], [-0.483, -3.003, 0.520], [0.213, -2.517, -3.778], [2.442, 4.759, -0.041], [0.157, 0.796, -5.143], [-2.404, 0.963, 4.440], [0.673, 0.909, 0.119], [-3.379, -0.213, -2.731], [0.088, 2.211, -4.827], [-2.916, 0.191, -4.151], [0.690, -0.008, -1.085], [3.869, -1.193, 1.798], [-0.862, -3.427, -3.399], [-3.162, -0.987, 5.799], [1.289, 2.517, -3.899], [4.786, -2.367, 1.493], [-1.129, -2.045, 1.430], [-3.157, -0.305, 4.399], [2.634, 4.041, 1.183], [4.019, 3.547, 1.352], [-2.245, -1.454, 0.606], [0.086, 3.893, 4.151], [3.780, -3.137, -3.379], [5.182, -2.952, -2.856], [-5.872, 0.775, 2.370], [-1.219, 4.075, 3.460], [-4.585, -0.074, 4.012], [-0.295, -4.822, -3.614], [-3.533, -2.039, 5.796], [4.652, -3.179, 2.178], [5.285, -3.366, -1.838], [0.717, 4.672, 3.867], [0.375, -1.028, -0.861], [-2.184, -1.054, 6.330], [0.305, -3.271, 0.937], [-0.198, -1.736, -4.095], [1.429, 1.877, -3.048], [-1.368, 5.171, 3.310], [-5.867, 0.993, 1.265], [3.761, -0.095, 0.295], [-1.140, -3.287, -2.357], [2.233, 2.345, -4.364], [-3.278, -0.503, -4.932], [-0.853, 2.540, -4.425], [2.181, -0.752, -2.095], [0.014, -4.855, -4.670], [-3.128, -1.277, -2.531], [4.798, 4.290, 1.200], [-5.215, -0.901, 4.332], [-6.205, 1.606, 3.044], [0.201, 2.808, -5.737], [-1.666, -3.160, -4.085], [3.663, -2.822, -4.413], [1.871, -2.607, -2.954], [-2.648, -0.884, 3.557], [5.531, -1.911, -3.008], [-1.919, -1.306, -0.431], [0.591, 1.970, -0.098], [-2.575, -0.505, 0.972], [-1.936, 0.777, -2.008], [-1.229, 3.743, 2.441], [-0.028, 0.363, -1.829], [-0.375, -1.315, 1.692], [2.786, -1.569, 1.666], [3.530, -4.195, -3.307], [3.902, -0.885, 2.826], [-3.266, 1.186, -4.506], [1.639, 0.729, 0.674], [-1.942, 1.102, 5.358], [-3.805, -0.388, 6.438], [-3.048, 1.754, 4.314], [0.018, 3.878, 5.188], [-6.628, -0.008, 2.519], [2.588, 4.149, -0.735], [-4.416, -0.181, -2.608], [0.053, 1.922, 3.909], [1.288, 3.584, -3.608], [-1.533, -2.489, 2.373], [1.841, 3.297, 1.395], [0.614, -4.818, -2.947], [-0.145, 0.621, 0.836], [2.368, 4.771, 2.012], [4.218, 3.124, 2.296], [-3.126, -2.082, 0.576], [4.419, -2.705, 0.486], [5.827, -2.109, 1.344], [-1.829, 0.205, -4.189], [-2.060, 3.619, 3.892], [5.908, -3.486, -3.475], [4.213, 2.775, 0.639], [-4.969, 0.689, 4.713], [-0.856, -5.741, -3.367], [-0.295, 0.679, -5.971]]}

=====

No. 4
{"formula": "C22H66O11", "method": "the ωB97M-V functional and the def2-TZVPD basis", "gap_ev": 9.7, "e_tot_ha": -1705.27721, "smiles": "CCO.CCO.CCO.CCO.CCO.CCO.CCO.CCO.CCO.CCO.CCO", "e_homo_ev": -9.33, "multiplicity": 1, "relative_energy_ev": 3.7867, "elements": ["O", "O", "O", "O", "O", "O", "O", "O", "O", "O", "O", "C", "C", "C", "C", "C", "C", "C", "C", "C", "C", "C", "C", "C", "C", "C", "C", "C", "C", "C", "C", "C", "C", "H", "H", "H", "H", "H", "H", "H", "H", "H", "H", "H", "H", "H", "H", "H", "H", "H", "H", "H", "H", "H", "H", "H", "H", "H", "H", "H", "H", "H", "H", "H", "H", "H", "H", "H", "H", "H", "H", "H", "H", "H", "H", "H", "H", "H", "H", "H", "H", "H", "H", "H", "H", "H", "H", "H", "H", "H", "H", "H", "H", "H", "H", "H", "H", "H", "H"], "xyz": [[-13.833, 23.374, -15.076], [-10.458, 20.987, -10.526], [-13.111, 17.138, -12.501], [-18.973, 23.888, -15.512], [-14.527, 27.198, -9.679], [-6.265, 22.080, -15.869], [-14.627, 25.994, -15.333], [-12.002, 27.505, -10.960], [-14.079, 21.407, -17.108], [-8.537, 19.955, -18.337], [-10.570, 26.302, -18.104], [-15.661, 26.950, -10.513], [-9.741, 19.236, -18.371], [-7.668, 22.286, -15.576], [-11.239, 26.386, -11.431], [-9.443, 26.683, -17.286], [-13.334, 22.770, -13.901], [-12.304, 17.989, -13.310], [-17.211, 22.632, -16.495], [-11.554, 26.093, -12.889], [-11.863, 22.353, -14.035], [-15.866, 26.337, -14.722], [-8.793, 22.676, -10.059], [-13.090, 18.394, -14.547], [-12.847, 21.243, -17.801], [-18.573, 23.263, -16.718], [-15.511, 25.565, -11.119], [-12.127, 22.581, -17.857], [-9.774, 22.077, -11.088], [-10.090, 18.649, -16.993], [-9.206, 25.619, -16.239], [-8.222, 21.051, -14.853], [-16.009, 27.806, -14.519], [-11.330, 17.544, -13.531], [-10.387, 22.899, -11.468], [-11.489, 28.299, -11.140], [-11.331, 26.229, -17.523], [-7.883, 19.504, -17.795], [-11.508, 21.809, -13.163], [-12.057, 18.892, -12.742], [-11.375, 21.195, -10.338], [-14.495, 25.032, -15.254], [-9.182, 18.266, -16.526], [-9.195, 21.717, -11.944], [-7.773, 23.186, -14.972], [-9.307, 21.106, -14.910], [-15.909, 25.763, -13.790], [-10.180, 26.448, -11.167], [-16.293, 25.242, -11.808], [-11.722, 22.898, -16.897], [-15.539, 24.808, -10.336], [-11.232, 26.859, -13.594], [-13.056, 20.879, -18.810], [-11.827, 21.598, -14.829], [-18.486, 23.940, -17.574], [-12.224, 20.479, -17.329], [-15.716, 27.792, -11.209], [-10.518, 19.462, -16.400], [-10.130, 25.219, -15.820], [-11.076, 25.147, -13.175], [-13.761, 27.122, -10.273], [-10.865, 17.883, -17.003], [-16.719, 25.891, -15.252], [-15.361, 28.254, -13.750], [-8.753, 24.746, -16.722], [-12.880, 23.326, -18.126], [-11.317, 23.242, -14.353], [-8.511, 23.716, -10.268], [-14.051, 22.671, -15.712], [-13.594, 19.333, -14.317], [-9.775, 27.630, -16.837], [-12.474, 18.553, -15.434], [-12.549, 16.501, -12.053], [-9.307, 22.876, -9.112], [-8.586, 26.959, -17.892], [-13.817, 17.663, -14.900], [-11.577, 25.531, -10.834], [-16.567, 26.992, -9.905], [-12.618, 25.920, -13.062], [-9.756, 18.385, -19.057], [-5.801, 22.853, -15.537], [-15.945, 28.435, -15.404], [-8.523, 25.888, -15.431], [-16.929, 28.065, -13.976], [-8.144, 22.304, -16.559], [-19.922, 23.805, -15.406], [-10.551, 19.923, -18.604], [-14.770, 20.818, -17.415], [-16.729, 22.207, -17.379], [-14.556, 25.582, -11.651], [-7.932, 22.029, -9.924], [-17.300, 21.816, -15.776], [-19.308, 22.499, -16.985], [-13.467, 23.505, -13.103], [-7.850, 20.170, -15.382], [-16.483, 23.368, -16.147], [-13.887, 21.865, -13.617], [-11.308, 22.622, -18.573], [-7.802, 20.897, -13.858]]}